Entry 1:
Formula: C12H25FO9S2
Source: the OMol25 dataset
Level of theory: wB97M-V/def2-TZVPD

Its SMILES is C[C@H](F)C[C@@H]1COC(=O)O1.CCOS(C)(=O)=O.CCOS(C)(=O)=O. As for the gap between HOMO and LUMO: 11.20 eV. For the LUMO energy, the calculation gives 0.405 eV. The largest force on an atom comes out at 5.330 eV Å⁻¹.

Last column: Löwdin charge in e.
Atoms and positions in Å:
1 C -0.75592 1.30007 0.51484  -0.039
2 C -1.25522 -0.22983 0.36666  -0.263
3 F -0.10761 -0.99355 -0.17594  -0.122
4 C -2.53443 -0.37115 -0.62333  -0.059
5 C -3.85016 -0.42128 0.28567  -0.267
6 C -5.23174 0.17665 -0.24845  -0.064
7 O -6.00317 0.00194 1.00073  -0.041
8 C -5.11621 -0.22751 2.12153  -0.373
9 O -5.36631 -0.73276 3.22087  0.141
10 O -3.84406 0.23992 1.59078  -0.022
11 H -1.00966 1.82746 -0.47272  0.082
12 H 0.37483 1.26783 0.67498  0.063
13 H -1.33390 1.79084 1.36969  0.093
14 H -1.48535 -0.72866 1.38275  0.155
15 H -2.55805 0.40043 -1.46276  0.124
16 H -2.43750 -1.41891 -1.10485  0.137
17 H -4.04025 -1.52864 0.54772  0.169
18 H -5.78813 -0.33453 -1.09835  0.146
19 H -5.08434 1.31905 -0.32253  0.151
20 C 1.40577 -2.69135 -4.35393  -0.074
21 C 2.19700 -1.43422 -4.04441  -0.267
22 O 1.80532 -0.34683 -4.88158  -0.265
23 S 0.42966 0.43169 -4.54110  0.596
24 C 0.69976 1.82398 -5.60050  -0.122
25 O 0.46610 0.86662 -3.17117  -0.286
26 O -0.67413 -0.32955 -5.06454  -0.283
27 H 0.35540 -2.57167 -4.07924  0.070
28 H 1.80447 -3.54425 -3.80024  0.081
29 H 1.43679 -2.91445 -5.42319  0.085
30 H 2.10893 -1.16150 -2.98856  0.113
31 H 3.25543 -1.62026 -4.24191  0.122
32 H 1.56619 2.37832 -5.24205  0.074
33 H -0.19056 2.45213 -5.56323  0.077
34 H 0.85996 1.46729 -6.61810  0.075
35 C 2.61717 0.28114 6.37801  -0.076
36 C 3.05912 1.27153 5.31666  -0.271
37 O 3.30902 0.62767 4.06848  -0.265
38 S 2.04529 0.20453 3.15106  0.602
39 C 2.95040 -0.13269 1.66790  -0.118
40 O 1.21692 1.36298 2.93338  -0.291
41 O 1.50742 -1.03478 3.64640  -0.277
42 H 1.63328 -0.13173 6.14440  0.072
43 H 2.55704 0.76452 7.35569  0.080
44 H 3.31398 -0.55842 6.43769  0.085
45 H 2.32786 2.07644 5.19776  0.116
46 H 3.99896 1.73367 5.62810  0.122
47 H 3.40419 0.79177 1.31246  0.077
48 H 2.24838 -0.51730 0.92623  0.060
49 H 3.71204 -0.88262 1.88225  0.076

Entry 2:
Formula: C12H25N2O2P
Source: the OMol25 dataset
Level of theory: wB97M-V/def2-TZVPD

Its SMILES is O=P(O)(CN1CCCCC1)CN1CCCCC1. As for the gap between HOMO and LUMO: 9.07 eV. For the LUMO energy, the calculation gives 0.710 eV. The largest force on an atom comes out at 1.005 eV Å⁻¹.

Last column: Löwdin charge in e.
Atoms and positions in Å:
1 O -0.59650 -2.78247 -1.02298  -0.308
2 P -0.15041 -1.58164 -0.31200  0.584
3 O -0.09804 -1.82972 1.26893  -0.143
4 C 1.56224 -1.03954 -0.77574  -0.229
5 N 1.98130 0.04410 0.09293  -0.225
6 C 2.82124 -0.38913 1.19841  -0.200
7 C 4.26574 -0.69994 0.78748  -0.182
8 C 4.88149 0.50564 0.08220  -0.207
9 C 3.99807 0.91299 -1.09385  -0.183
10 C 2.57572 1.17935 -0.59159  -0.206
11 C -1.18868 -0.05250 -0.48931  -0.227
12 N -2.11419 0.00287 0.61831  -0.228
13 C -3.11679 -1.05125 0.57882  -0.195
14 C -4.22058 -0.81437 -0.45610  -0.176
15 C -4.87360 0.54648 -0.22529  -0.207
16 C -3.80620 1.63802 -0.22663  -0.186
17 C -2.73335 1.30320 0.81440  -0.197
18 H -0.11768 -1.00523 1.75975  0.074
19 H 2.20640 -1.92617 -0.73480  0.102
20 H 1.51919 -0.72053 -1.81870  0.104
21 H 2.36622 -1.27000 1.65468  0.110
22 H 2.82546 0.41983 1.93727  0.124
23 H 4.84440 -0.96118 1.67468  0.111
24 H 4.28014 -1.56032 0.11446  0.106
25 H 5.88940 0.26778 -0.26381  0.108
26 H 4.95481 1.33973 0.78496  0.112
27 H 3.97883 0.10978 -1.83425  0.111
28 H 4.39090 1.80940 -1.57637  0.109
29 H 1.92431 1.46624 -1.42128  0.114
30 H 2.59790 2.00994 0.12267  0.122
31 H -0.52144 0.81113 -0.43323  0.092
32 H -1.65439 -0.07171 -1.48470  0.099
33 H -2.60704 -1.99458 0.37531  0.098
34 H -3.56335 -1.10618 1.57747  0.127
35 H -3.79685 -0.85646 -1.46137  0.108
36 H -4.96140 -1.61078 -0.37710  0.112
37 H -5.61990 0.74520 -0.99745  0.107
38 H -5.38290 0.54367 0.74201  0.111
39 H -4.24998 2.60767 0.00597  0.108
40 H -3.34913 1.70607 -1.21641  0.107
41 H -1.94821 2.06447 0.81366  0.116
42 H -3.19317 1.29014 1.80854  0.122

Entry 3:
Formula: C12H25N2O3P2Y
Source: the OMol25 dataset
Level of theory: wB97M-V/def2-TZVPD

As for the gap between HOMO and LUMO: 7.35 eV. The energy above the lowest of the compared OMol25 structures with the same formula, charge and spin is 0.0 kcal/mol. For the LUMO energy, the calculation gives 0.000 eV. The largest force on an atom comes out at 2.407 eV Å⁻¹.

Last column: Löwdin charge in e.
Atoms and positions in Å:
1 C 0.99238 -1.37686 -3.04451  -0.040
2 C 1.00304 -0.90083 -1.73156  -0.300
3 N -0.15013 -0.70078 -1.03928  0.048
4 C -1.32131 -1.12104 -1.59806  -0.289
5 C -1.36498 -1.62965 -2.89300  -0.035
6 C -0.20270 -1.73898 -3.64100  -0.046
7 C 2.39816 -0.76319 -1.13902  -0.309
8 P 2.57414 -0.47162 0.67410  0.829
9 Y -0.07929 0.31542 1.36353  0.801
10 P -2.76182 -0.09862 0.67647  0.770
11 C -2.64395 -1.16951 -0.81447  -0.304
12 O 1.97863 3.09651 -2.21455  -0.068
13 O -0.69801 2.24790 1.11137  -0.543
14 H 1.91950 -1.54355 -3.58804  0.120
15 H -2.33119 -1.89453 -3.31508  0.117
16 H -0.24293 -2.09623 -4.66354  0.113
17 C 3.60470 -1.95080 1.02591  -0.269
18 C 3.83098 0.87369 0.71095  -0.270
19 H -3.46903 -0.85234 -1.47165  0.086
20 H -2.89806 -2.19364 -0.47408  0.096
21 H 3.02188 -0.06980 -1.72733  0.099
22 H 2.89622 -1.73824 -1.30354  0.084
23 C -4.00518 -0.96161 1.69179  -0.269
24 C -3.73118 1.31672 0.05040  -0.288
25 H 0.43569 4.83089 2.29129  0.027
26 H -0.85560 2.78385 0.31400  -0.032
27 H 1.57860 2.98431 -1.34225  0.018
28 H 1.27060 2.87946 -2.85055  0.046
29 H -0.59545 -1.54980 1.64907  -0.157
30 H 0.32244 4.08739 2.18090  0.000
31 H 4.62947 -1.82382 0.63958  0.052
32 H 3.61404 -2.11371 2.11492  0.048
33 H 3.15732 -2.82145 0.52060  0.048
34 H 4.84176 0.49724 0.49724  0.045
35 H 3.59540 1.68526 0.00708  0.037
36 H 3.81612 1.29855 1.72591  0.044
37 H -4.75087 0.99415 -0.20009  0.039
38 H -3.76975 2.08638 0.83188  0.047
39 H -3.24446 1.77690 -0.81861  0.042
40 H -5.02943 -0.67305 1.41590  0.042
41 H -3.88060 -2.04916 1.61321  0.043
42 H -3.83498 -0.68252 2.74210  0.046
43 O 0.03903 0.07517 5.81593  0.045
44 C 0.13147 0.42269 4.68536  -0.537
45 N 0.20936 0.73287 3.52072  -0.079